[1]
C7H12Se | ωB97M-V/def2-TZVPD

Geometry as XYZ:
```
20
Properties=species:S:1:pos:R:3
C 1.7414 -1.2425 1.1736
C 1.1403 -0.0620 1.2238
C 0.9020 -2.4732 1.2531
C -0.3152 -0.0287 1.3281
C -0.5277 2.1033 -0.4846
C -0.7627 -0.2323 -1.4348
C -1.1169 0.7308 -0.3355
Se -0.9405 -1.8441 1.5787
H 2.8107 -1.3681 1.0987
H 1.6686 0.8783 1.1907
H 0.9330 -3.0518 0.3276
H 1.2028 -3.1231 2.0783
H -0.7281 0.6560 2.0632
H 0.5416 2.0410 -0.6822
H -0.6846 2.7044 0.4084
H -0.9925 2.6201 -1.3253
H 0.3147 -0.2634 -1.5875
H -1.2345 0.0672 -2.3708
H -1.1090 -1.2346 -1.1898
H -2.1761 0.7252 -0.0908
```

As for the HOMO-LUMO gap: 0.3166 hartree. The calculation puts the energy above the lowest of the compared OMol25 structures with the same formula, charge and spin at 1.2 kcal/mol. As for the charge: 0.

[2]
C7H13Br2InN2OP | ωB97M-V/def2-TZVPD

Geometry as XYZ:
```
27
Properties=species:S:1:pos:R:3
N 1.3012 -0.2580 2.0070
P 1.0341 -0.6970 0.3325
O 0.2695 0.6615 -0.3166
In -0.7775 -2.5273 0.2613
C -2.7509 -1.4449 0.3851
C -3.1707 -0.9687 1.5946
C -4.3640 -0.2773 1.6134
C -5.0260 -0.1156 0.4324
N -4.6584 -0.5826 -0.7475
C -3.4995 -1.2489 -0.7488
H 2.1358 0.3062 2.0911
H 1.3484 -1.0594 2.6199
H 0.8574 1.1046 -0.9273
H -0.5763 -3.6973 1.5924
H -0.6636 -3.2657 -1.3514
H -2.5935 -1.1183 2.4960
H -4.7525 0.1351 2.5341
H -5.9559 0.4533 0.4614
H -3.1286 -1.6391 -1.6878
Br 4.0104 2.2795 0.6157
C 4.8744 2.3892 -1.1229
C 3.9761 1.8969 -2.2264
Br 3.8678 -0.0437 -2.2612
H 5.7983 1.8245 -1.0527
H 5.1034 3.4444 -1.2603
H 4.3805 2.1797 -3.1964
H 2.9601 2.2688 -2.1376
```

As for the HOMO-LUMO gap: 0.1985 hartree. As for the charge: -1.

[3]
C7H13BrSi | ωB97M-V/def2-TZVPD

Geometry as XYZ:
```
22
Properties=species:S:1:pos:R:3
C 0.6447 -2.9117 1.1576
C -0.0020 -2.3484 0.3143
C -0.7310 -1.9571 -0.8683
Br -0.6147 -3.3747 -2.2356
C 0.1074 -0.6128 -1.3717
Si -0.1061 0.7959 -0.0210
C 1.5575 0.9523 0.9113
C -0.2234 2.4709 -0.9497
C -1.4228 0.4985 1.3268
H 1.3750 -3.3108 1.7806
H -1.8398 -1.5862 -0.8758
H -0.0678 -0.3989 -2.3890
H 1.0920 -1.0264 -1.3276
H 2.4636 0.4714 0.3378
H 1.9070 1.9440 1.0220
H 1.5621 0.4993 1.8872
H 0.6298 2.6593 -1.5862
H -0.9815 2.5539 -1.6038
H -0.1281 3.2854 -0.3436
H -2.3456 1.1382 1.2110
H -1.7598 -0.4688 1.3475
H -1.1165 0.7267 2.2764
```

As for the HOMO-LUMO gap: 0.3870 hartree. The calculation puts the energy above the lowest of the compared OMol25 structures with the same formula, charge and spin at 16.9 kcal/mol. Its SMILES is C#C[C@H](Br)C[Si](C)(C)C. As for the charge: 0.

[4]
C7H13ClI2N2OPTc | ωB97M-V/def2-TZVPD

Geometry as XYZ:
```
28
Properties=species:S:1:pos:R:3
I 2.5745 2.3529 0.2654
I 1.4791 -2.5491 -0.4798
Tc 0.9806 -0.0341 -0.3435
P -0.4169 -0.0269 -2.2246
C 0.4547 0.0073 -3.8278
C -1.5567 -1.4545 -2.5371
H -2.1725 1.5396 -1.5785
H -2.0937 1.3123 -3.3796
H -0.8509 2.3143 -2.5323
C -1.5115 1.4387 -2.4514
H -2.2415 -1.5872 -1.6873
H -2.1338 -1.2554 -3.4565
H -0.2427 -0.0964 -4.6661
H 1.1651 -0.8276 -3.8303
H -0.9622 -2.3697 -2.6702
H 0.9995 0.9576 -3.8947
C 2.3736 0.2957 -1.6825
O 3.2053 0.5570 -2.4834
Cl -1.4311 0.0086 0.5402
N 1.3602 0.6672 3.8833
C 1.4389 -0.7125 4.0255
C 1.2966 -1.2331 2.7600
N 1.1473 -0.1655 1.8505
C 1.1190 0.9237 2.5817
H 1.4132 1.4012 4.5828
H 1.5480 -1.2249 4.9772
H 1.3013 -2.2620 2.4737
H 1.0054 1.9059 2.1954
```

As for the HOMO-LUMO gap (alpha / beta): 0.2040 / 0.1666 hartree. As for the spin multiplicity: 4. The calculation puts the energy above the lowest of the compared OMol25 structures with the same formula, charge and spin at 0.0 kcal/mol. As for the charge: +3.

[5]
C7H13ClPS | ωB97M-V/def2-TZVPD

Geometry as XYZ:
```
23
Properties=species:S:1:pos:R:3
C 1.8040 0.4025 1.2463
C 2.5713 0.8571 0.0721
C -1.0366 -2.2565 1.0609
C -1.5379 -2.8492 -0.2572
C 1.1406 1.3761 0.3530
C -0.1730 -2.3548 -0.0585
C -0.4843 2.2870 -1.6614
P -0.3008 0.8012 -0.6237
S -1.8763 1.0506 0.8895
Cl -3.5365 1.0553 -0.2244
H 1.4337 -0.5515 1.4232
H 1.8340 0.8569 2.2765
H 3.3449 1.6308 0.1181
H 2.4662 0.2998 -0.9420
H -1.5489 -1.3509 1.5351
H -0.9115 -2.8777 1.9264
H -1.8119 -3.9856 -0.3459
H -2.0486 -2.2387 -1.1183
H 1.0561 2.4234 0.7225
H 0.7418 -2.2935 -0.5413
H 0.6566 2.3396 -2.1799
H -0.6594 3.1796 -1.1689
H -1.1237 2.1986 -2.5021
```

As for the HOMO-LUMO gap (alpha / beta): 0.2338 / 0.2189 hartree. As for the spin multiplicity: 3. The calculation puts the energy above the lowest of the compared OMol25 structures with the same formula, charge and spin at 35.4 kcal/mol. As for the charge: +1.

[6]
C7H13F2N4O3P | ωB97M-V/def2-TZVPD

Geometry as XYZ:
```
30
Properties=species:S:1:pos:R:3
N -0.4205 0.5053 2.3721
C -1.4613 1.0718 1.5382
N -1.2191 2.4838 1.1835
N -2.7160 1.0325 2.3298
C -1.6112 0.2481 0.1986
P 0.0723 -0.4979 -0.2095
C -0.1277 -1.1544 -1.9567
C 0.2502 -2.7151 -1.7892
C 1.7007 -2.9857 -1.2367
O 1.2763 -3.2054 -2.6503
N 1.2734 0.8410 -0.1486
C 1.4840 1.4496 -1.4169
O 0.6579 2.1033 -1.8932
F 2.6533 1.2960 -2.0557
C 2.4875 0.3971 0.4787
O 2.4976 -0.5418 1.1474
F 3.6196 1.0939 0.3428
H 0.1472 1.2125 2.8276
H -0.8129 -0.1573 3.0313
H -0.2856 2.6346 0.8004
H -1.8558 2.7261 0.4260
H -3.4314 1.5499 1.8168
H -2.5155 1.6000 3.1556
H -2.2642 -0.6262 0.4135
H -2.0305 0.8412 -0.6331
H -1.1642 -1.1302 -2.3318
H 0.6285 -0.8018 -2.6811
H -0.5594 -3.4035 -1.4594
H 2.3096 -2.0991 -1.0716
H 1.4171 -3.7687 -0.5285
```

As for the HOMO-LUMO gap: 0.3415 hartree. Its SMILES is NC(N)(N)CP(C[C@@H]1CO1)N(C(=O)F)C(=O)F. As for the charge: 0.

no.,molecular weight (g/mol),total energy (eV)
1,175.1,-72798.2748
2,446.8,-167045.0011
3,205.2,-85387.4647
4,559.4,-52676.4452
5,195.7,-40102.4359
6,270.2,-34294.2709